Formula: C16H38BNO9PS
Source: OMol25
Level of theory: ωB97M-V/def2-TZVPD

Calculated values
Net charge: +1

Structure (XYZ):
```
67
Properties=species:S:1:pos:R:3:lowdin_charge:R:1
C 1.003 -0.532 1.975 0.004
O 1.381 -1.863 2.484 0.027
B 0.533 -2.818 2.119 -0.847
O 0.632 -3.754 1.153 0.165
S -1.127 -2.889 3.236 0.995
P -2.771 -2.030 1.988 0.300
N -3.680 -1.134 2.792 -0.118
O -1.881 -1.404 0.846 -0.179
O -3.409 -3.309 1.347 -0.149
H 0.554 -0.614 0.986 0.091
H 0.284 -0.075 2.657 0.104
H 1.910 0.057 1.909 0.074
H 0.362 -3.409 0.289 0.142
H -1.445 -4.191 3.224 -0.035
H -3.559 -0.996 3.782 0.017
H -2.231 -0.542 0.517 0.057
H -2.768 -4.018 1.107 0.039
C -4.702 1.672 0.278 -0.005
C -3.259 2.013 0.039 -0.455
O -2.363 1.259 0.380 0.032
C -2.957 3.323 -0.628 0.003
H -4.785 0.709 0.777 0.066
H -5.163 2.439 0.903 0.098
H -5.241 1.647 -0.670 0.096
H -3.363 4.144 -0.035 0.099
H -3.434 3.352 -1.609 0.099
H -1.885 3.456 -0.745 0.070
C 4.887 -5.470 -0.039 -0.020
C 4.273 -4.143 -0.412 -0.499
O 4.107 -3.815 -1.563 0.072
C 3.866 -3.237 0.726 -0.019
H 5.133 -6.027 -0.939 0.083
H 5.792 -5.313 0.550 0.088
H 4.188 -6.049 0.568 0.084
H 4.727 -2.983 1.346 0.095
H 3.114 -3.720 1.346 0.062
H 3.449 -2.320 0.313 0.085
C 3.450 3.595 -0.429 -0.012
C 2.423 2.746 0.274 -0.477
O 2.736 1.730 0.858 0.051
C 0.999 3.227 0.213 -0.027
H 4.437 3.153 -0.319 0.084
H 3.200 3.678 -1.488 0.090
H 3.451 4.601 -0.005 0.086
H 0.672 3.300 -0.824 0.078
H 0.923 4.222 0.651 0.082
H 0.346 2.545 0.754 0.070
C -2.961 -4.287 -2.134 0.000
C -2.385 -5.390 -1.291 -0.459
O -2.196 -5.250 -0.096 0.035
C -2.053 -6.681 -1.978 -0.004
H -3.161 -3.409 -1.524 0.073
H -2.262 -4.027 -2.931 0.097
H -3.888 -4.623 -2.600 0.099
H -1.323 -6.502 -2.769 0.097
H -2.950 -7.096 -2.439 0.098
H -1.649 -7.392 -1.263 0.089
C 1.629 7.380 -2.584 -0.018
C 0.934 6.870 -1.348 -0.495
O 0.424 5.772 -1.313 0.040
C 0.908 7.794 -0.157 -0.018
H 1.583 6.631 -3.370 0.083
H 1.152 8.299 -2.929 0.089
H 2.673 7.611 -2.360 0.088
H 0.406 8.727 -0.417 0.089
H 1.926 8.038 0.151 0.088
H 0.383 7.320 0.669 0.080
```

***

Formula: C16H38CdN5O6
Source: OMol25
Level of theory: ωB97M-V/def2-TZVPD

Calculated values
Net charge: +1

Structure (XYZ):
```
66
Properties=species:S:1:pos:R:3:lowdin_charge:R:1
Cd -0.448 0.275 -0.101 1.342
C -2.886 1.717 1.672 -0.340
O -2.223 1.008 0.689 -0.479
H -2.303 1.904 2.595 0.033
H -3.273 2.694 1.346 0.053
H -3.775 1.141 1.974 0.059
C -3.022 -1.209 -3.149 0.019
C -1.997 -0.112 -3.038 -0.492
O -1.310 0.108 -2.046 -0.055
N -1.861 0.651 -4.141 0.022
C -0.889 1.722 -4.277 -0.049
H -3.005 -1.888 -2.301 0.059
H -2.938 -1.847 -4.037 0.090
H -4.066 -0.906 -3.271 0.096
H -2.502 0.561 -4.911 0.141
H -1.215 2.419 -5.046 0.089
H 0.042 1.294 -4.659 0.090
H -0.688 2.250 -3.352 0.067
C 2.604 3.200 -0.147 0.022
C 1.114 3.227 -0.362 -0.517
O 0.451 2.194 -0.402 -0.065
N 0.567 4.418 -0.652 0.025
C -0.871 4.529 -0.898 -0.027
H 3.099 4.052 -0.618 0.082
H 3.111 2.350 -0.597 0.072
H 2.737 3.202 0.937 0.096
H 1.206 5.188 -0.728 0.135
H -1.028 4.281 -1.946 0.081
H -1.170 5.557 -0.694 0.089
H -1.407 3.914 -0.180 0.083
C 2.145 -0.517 3.420 0.026
C 0.868 0.098 2.896 -0.498
O 0.626 0.050 1.681 -0.096
N 0.000 0.677 3.709 0.054
C 0.047 0.907 5.141 -0.043
H 2.997 -0.389 2.752 0.075
H 1.955 -1.594 3.387 0.091
H 2.530 -0.183 4.380 0.072
H -0.830 1.023 3.232 0.111
H -0.744 0.338 5.627 0.092
H -0.085 1.941 5.462 0.090
H 1.046 0.641 5.482 0.072
C -3.078 -3.033 0.334 0.011
C -1.609 -2.870 0.547 -0.506
O -1.004 -1.847 0.230 -0.057
N -0.944 -3.928 1.047 0.021
C 0.460 -3.977 1.390 -0.059
H -3.556 -3.649 1.100 0.087
H -3.199 -3.671 -0.552 0.094
H -3.638 -2.122 0.161 0.091
H -1.496 -4.686 1.420 0.141
H 0.898 -4.787 0.797 0.086
H 0.633 -4.299 2.420 0.088
H 0.934 -3.010 1.244 0.073
C 1.374 -2.612 -2.142 0.026
C 2.062 -1.495 -1.384 -0.505
O 1.410 -0.520 -1.016 -0.055
N 3.381 -1.572 -1.151 0.029
C 4.165 -0.639 -0.392 -0.067
H 1.980 -2.841 -3.025 0.090
H 0.461 -2.224 -2.588 0.077
H 1.167 -3.487 -1.534 0.076
H 3.776 -2.498 -1.223 0.144
H 3.574 -0.082 0.335 0.068
H 4.678 0.109 -1.003 0.088
H 4.960 -1.144 0.155 0.091
```

***

Formula: C16H38Cl4O12P2
Source: OMol25
Level of theory: ωB97M-V/def2-TZVPD

Calculated values
Net charge: 0
SMILES string: COP(=O)(OC)OC.COP(=O)(OC)OC.CCOC(C)=O.CCOC(C)=O.ClCCl.ClCCl

Structure (XYZ):
```
72
Properties=species:S:1:pos:R:3:lowdin_charge:R:1
C -3.157 -24.328 -21.337 -0.068
O -3.249 -22.951 -21.697 -0.207
P -3.199 -21.732 -20.688 0.419
O -3.907 -21.962 -19.422 -0.246
O -3.672 -20.395 -21.512 -0.188
C -4.463 -19.474 -20.818 -0.160
O -1.623 -21.537 -20.501 -0.244
C -0.858 -20.432 -19.849 -0.033
H -4.128 -24.723 -21.636 0.082
H -3.016 -24.547 -20.278 0.083
H -2.280 -24.763 -21.815 0.092
H -4.402 -19.527 -19.731 0.077
H -5.536 -19.347 -20.961 0.091
H -4.089 -18.462 -20.976 0.086
H -0.887 -20.589 -18.770 0.087
H -1.374 -19.478 -19.963 0.073
H 0.126 -20.263 -20.286 0.078
C 4.428 -16.571 -18.764 -0.095
O 4.392 -16.397 -20.181 -0.211
P 3.735 -17.455 -21.111 0.409
O 3.471 -17.029 -22.527 -0.240
O 4.734 -18.698 -20.912 -0.236
C 6.184 -18.529 -21.005 -0.059
O 2.479 -17.947 -20.194 -0.231
C 1.246 -17.302 -20.291 -0.126
H 4.235 -17.529 -18.281 0.094
H 3.580 -15.966 -18.444 0.090
H 5.358 -16.219 -18.318 0.094
H 6.640 -18.374 -20.027 0.084
H 6.326 -17.632 -21.609 0.086
H 6.627 -19.404 -21.480 0.091
H 1.339 -16.427 -20.933 0.093
H 0.731 -17.070 -19.358 0.092
H 0.525 -18.003 -20.711 0.066
C -7.587 -26.019 -22.789 -0.062
C -7.252 -25.502 -21.340 -0.191
O -6.742 -26.605 -20.496 -0.039
C -7.616 -27.434 -19.962 -0.575
C -6.848 -28.620 -19.491 0.005
O -8.834 -27.448 -19.834 0.092
H -7.908 -25.172 -23.394 0.071
H -8.493 -26.625 -22.753 0.073
H -6.751 -26.455 -23.336 0.073
H -6.530 -24.699 -21.487 0.092
H -8.161 -25.004 -21.002 0.116
H -7.493 -29.238 -18.866 0.087
H -6.144 -28.309 -18.719 0.082
H -6.322 -29.193 -20.255 0.092
C 0.795 -23.897 -15.667 -0.052
C -0.608 -23.521 -16.211 -0.256
O -1.105 -24.598 -16.900 -0.046
C -1.754 -25.684 -16.325 -0.487
C -2.444 -26.530 -17.369 0.020
O -2.031 -25.913 -15.170 0.103
H 1.307 -24.399 -16.488 0.069
H 0.637 -24.581 -14.832 0.073
H 1.401 -23.092 -15.251 0.073
H -1.286 -23.259 -15.398 0.122
H -0.530 -22.689 -16.910 0.108
H -3.414 -26.035 -17.428 0.083
H -2.431 -27.571 -17.045 0.090
H -1.793 -26.539 -18.242 0.079
Cl 2.075 -23.080 -19.572 0.560
C 0.920 -23.676 -20.660 -1.026
Cl 1.629 -25.315 -21.149 0.428
H -0.032 -23.794 -20.143 0.012
H 0.744 -23.049 -21.534 0.039
Cl -7.277 -22.882 -16.021 0.521
C -5.837 -23.173 -16.987 -1.028
Cl -6.201 -24.334 -18.269 0.547
H -5.654 -22.260 -17.555 -0.003
H -4.923 -23.474 -16.475 0.036
```

***

For each record above, in turn, the calculated orbital gap values are 8.2; 7.7; 10.4 eV.
For each record above, in turn, the calculated DFT total energy values are -2128.6583; -1525.2748; -4058.8875 a.u..
For each record above, in turn, the calculated F_max values are 1.0; 2.5; 3.3 eV/A.